[1]
Computed, not measured: one molecule with the formula C26H22N2O5S, with ωB97M-V/def2-TZVPD.

Its LUMO energy is 0.06 eV. The relative energy (zero: lowest compared OMol25 entry of this formula, charge and spin) is 0.0 kcal/mol. Its net charge is 0. Its SMILES is COc1ccc(C(C)=O)cc1CSc1nc2cc(C(=O)O)ccc2c(=O)n1Cc1ccccc1.

CARTESIAN COORDINATES (ANGSTROEM)
C  0.846  4.613  1.519
H  0.186  5.485  1.471
O  0.653  3.757  0.419
C  -0.554  3.169  0.243
C  -1.662  3.362  1.065
C  -2.850  2.704  0.811
C  -2.972  1.852  -0.283
C  -1.860  1.672  -1.109
C  -0.659  2.301  -0.859
C  0.535  2.036  -1.712
H  0.297  1.353  -2.524
H  0.972  2.959  -2.094
S  1.904  1.292  -0.752
C  1.129  -0.161  -0.161
N  -0.017  -0.468  -0.653
C  -0.686  -1.539  -0.137
C  -1.945  -1.874  -0.647
C  -2.652  -2.917  -0.082
C  -2.123  -3.652  0.989
C  -0.874  -3.350  1.474
C  -0.145  -2.294  0.920
C  1.183  -1.968  1.426
O  1.762  -2.573  2.306
N  1.779  -0.858  0.815
C  3.126  -0.492  1.227
C  4.141  -0.896  0.190
C  4.240  -2.229  -0.191
C  5.156  -2.615  -1.152
C  5.986  -1.673  -1.738
C  5.895  -0.345  -1.358
C  4.974  0.043  -0.401
H  4.899  1.081  -0.112
H  6.540  0.392  -1.812
H  6.702  -1.975  -2.488
H  5.225  -3.653  -1.442
H  3.601  -2.965  0.275
H  3.163  0.586  1.405
H  3.309  -1.030  2.164
H  -0.431  -3.905  2.287
H  -2.712  -4.451  1.410
C  -4.010  -3.256  -0.579
O  -4.842  -3.850  0.061
O  -4.224  -2.833  -1.826
H  -5.136  -3.018  -2.099
H  -2.366  -1.302  -1.457
H  -1.953  1.013  -1.957
C  -4.207  1.104  -0.614
O  -4.278  0.408  -1.605
C  -5.370  1.237  0.338
H  -6.193  0.622  -0.015
H  -5.077  0.907  1.333
H  -5.695  2.273  0.394
H  -3.681  2.870  1.478
H  -1.601  4.022  1.916
H  1.882  4.941  1.455
H  0.690  4.090  2.468

Charges in e, computed with Löwdin, in the same order as the atoms:
1. C -0.071
2. H 0.099
3. O -0.115
4. C -0.236
5. C -0.001
6. C -0.017
7. C -0.149
8. C 0.020
9. C -0.218
10. C -0.349
11. H 0.088
12. H 0.089
13. S 1.074
14. C -0.533
15. N 0.113
16. C -0.179
17. C 0.070
18. C -0.115
19. C 0.000
20. C 0.010
21. C -0.055
22. C -0.364
23. O 0.077
24. N 0.017
25. C -0.121
26. C -0.227
27. C -0.024
28. C -0.076
29. C -0.089
30. C -0.080
31. C -0.075
32. H 0.101
33. H 0.103
34. H 0.101
35. H 0.104
36. H 0.114
37. H 0.106
38. H 0.134
39. H 0.121
40. H 0.120
41. C -0.491
42. O 0.111
43. O 0.119
44. H 0.139
45. H 0.110
46. H 0.122
47. C -0.405
48. O 0.071
49. C -0.013
50. H 0.084
51. H 0.089
52. H 0.086
53. H 0.109
54. H 0.105
55. H 0.096
56. H 0.100

=====

[2]
Computed, not measured: C26H23AlCl5F2N6O2Se2 as an isolated structure, with ωB97M-V/def2-TZVPD.

Its LUMO energy is 1.79 eV. The relative energy (zero: lowest compared OMol25 entry of this formula, charge and spin) is 0.0 kcal/mol. Its net charge is -1.

CARTESIAN COORDINATES (ANGSTROEM)
Al  -0.529  -1.517  -0.877
Cl  4.285  2.313  3.350
C  3.273  1.424  2.273
C  2.121  0.803  2.743
Cl  1.682  0.946  4.402
C  1.303  0.094  1.876
Cl  -0.159  -0.628  2.422
C  1.608  0.000  0.514
O  0.836  -0.627  -0.338
C  2.773  0.627  0.055
Cl  3.110  0.548  -1.630
C  3.595  1.331  0.922
Cl  5.006  2.113  0.317
C  -1.363  5.363  3.561
C  -2.475  5.126  2.547
C  -3.181  3.786  2.741
C  -2.357  2.578  2.307
N  -2.215  2.495  0.859
C  -1.080  2.736  0.149
Se  0.496  3.418  0.792
N  -1.345  2.428  -1.151
C  -0.390  2.561  -2.247
C  -0.263  4.004  -2.727
C  -1.533  4.562  -3.368
C  -1.802  4.007  -4.763
C  -2.664  2.010  -1.273
C  -3.405  1.591  -2.367
C  -4.732  1.254  -2.139
C  -5.297  1.336  -0.865
C  -4.546  1.734  0.232
C  -3.216  2.059  0.005
H  -0.885  6.330  3.399
H  -0.584  4.604  3.479
H  -1.757  5.348  4.581
H  -2.062  5.177  1.535
H  -3.215  5.928  2.623
H  -4.126  3.780  2.191
H  -3.437  3.655  3.798
H  -2.824  1.647  2.635
H  -1.348  2.607  2.718
H  -0.726  1.900  -3.047
H  0.571  2.195  -1.887
H  0.562  4.046  -3.445
H  0.034  4.612  -1.871
H  -1.450  5.651  -3.423
H  -2.388  4.362  -2.714
H  -1.012  4.309  -5.454
H  -2.751  4.370  -5.160
H  -1.831  2.916  -4.773
H  -2.966  1.505  -3.352
H  -5.339  0.911  -2.966
H  -6.335  1.064  -0.728
H  -4.975  1.774  1.224
Se  -1.513  -0.131  -5.351
C  -1.104  -0.688  -3.728
N  -0.820  -1.047  -2.654
F  -0.438  -3.911  0.604
C  -0.390  -3.510  -0.731
F  0.817  -3.997  -1.225
H  -1.167  -4.098  -1.234
O  -2.036  -1.024  -0.015
N  -3.127  -1.549  -0.547
C  -4.130  -1.581  0.260
C  -4.048  -1.135  1.627
N  -3.986  -0.796  2.723
C  -5.382  -2.080  -0.232
N  -6.388  -2.465  -0.630

Charges in e, computed with Löwdin, in the same order as the atoms:
1. Al 0.141
2. Cl 0.658
3. C -0.732
4. C -0.725
5. Cl 0.677
6. C -0.611
7. Cl 0.784
8. C -0.415
9. O -0.057
10. C -0.623
11. Cl 0.738
12. C -0.718
13. Cl 0.673
14. C -0.123
15. C -0.266
16. C -0.184
17. C -0.155
18. N -0.005
19. C -0.654
20. Se 0.755
21. N -0.002
22. C -0.150
23. C -0.188
24. C -0.252
25. C -0.110
26. C -0.154
27. C -0.007
28. C -0.075
29. C -0.100
30. C -0.026
31. C -0.151
32. H 0.070
33. H 0.034
34. H 0.070
35. H 0.087
36. H 0.101
37. H 0.100
38. H 0.116
39. H 0.102
40. H 0.079
41. H 0.085
42. H 0.086
43. H 0.120
44. H 0.072
45. H 0.102
46. H 0.098
47. H 0.074
48. H 0.071
49. H 0.013
50. H 0.056
51. H 0.106
52. H 0.103
53. H 0.109
54. Se 0.583
55. C -0.836
56. N 0.137
57. F -0.058
58. C -0.328
59. F -0.051
60. H 0.100
61. O -0.158
62. N 0.088
63. C -0.293
64. C -0.162
65. N 0.192
66. C -0.172
67. N 0.162

=====

[3]
Computed, not measured: C26H23AuN2O7 as an isolated structure at a distorted geometry, with ωB97M-V/def2-TZVPD.

Its LUMO energy is -0.66 eV. The relative energy (zero: lowest compared OMol25 entry of this formula, charge and spin) is 19.4 kcal/mol. Its net charge is 0.

CARTESIAN COORDINATES (ANGSTROEM)
Au  -0.217  1.739  -0.163
O  0.195  -1.110  -1.592
C  -0.806  -2.012  -1.524
C  -0.669  -3.270  -2.106
C  -1.700  -4.190  -2.040
C  -2.880  -3.861  -1.386
C  -2.998  -2.620  -0.786
C  -1.972  -1.679  -0.836
C  -2.218  -0.379  -0.112
O  -2.828  -0.420  0.930
O  -1.864  0.758  -0.722
H  0.902  -1.436  -2.161
H  0.256  -3.511  -2.621
H  -1.580  -5.160  -2.503
H  -3.697  -4.567  -1.342
H  -3.902  -2.355  -0.255
C  1.214  1.237  -4.668
C  -0.134  1.348  -4.363
C  -0.544  1.574  -3.054
C  0.416  1.695  -2.063
C  1.772  1.619  -2.354
C  2.164  1.386  -3.668
H  1.526  1.046  -5.687
H  -0.880  1.257  -5.143
H  -1.595  1.636  -2.818
H  2.523  1.764  -1.595
H  3.220  1.327  -3.902
O  3.716  1.688  0.628
C  2.563  1.334  0.633
O  1.561  2.212  0.617
C  2.176  -0.110  0.695
C  1.098  -0.518  1.469
C  0.742  -1.866  1.576
C  1.505  -2.758  0.870
O  1.368  -4.114  0.798
C  2.485  -4.581  0.046
O  3.150  -3.445  -0.506
C  2.579  -2.353  0.092
C  2.950  -1.040  -0.014
H  0.516  0.219  2.008
H  -0.099  -2.188  2.174
H  2.138  -5.230  -0.758
H  3.169  -5.124  0.704
H  3.802  -0.723  -0.600
C  0.384  4.006  4.857
C  -0.470  3.427  3.781
C  -1.837  3.294  3.665
C  -2.070  2.679  2.426
N  -0.900  2.438  1.829
N  0.053  2.904  2.666
C  -3.384  2.346  1.813
H  -0.220  4.239  5.730
H  0.869  4.922  4.516
H  1.166  3.305  5.149
H  -2.581  3.610  4.376
H  1.011  2.838  2.344
H  -4.175  2.900  2.316
H  -3.586  1.281  1.884
H  -3.388  2.591  0.752

Charges in e, computed with Löwdin, in the same order as the atoms:
1. Au 1.343
2. O 0.047
3. C -0.259
4. C -0.018
5. C -0.078
6. C -0.083
7. C -0.016
8. C -0.064
9. C -0.528
10. O 0.073
11. O -0.216
12. H 0.122
13. H 0.119
14. H 0.105
15. H 0.101
16. H 0.120
17. C -0.095
18. C -0.081
19. C -0.110
20. C -0.253
21. C -0.096
22. C -0.080
23. H 0.101
24. H 0.104
25. H 0.096
26. H 0.084
27. H 0.105
28. O 0.107
29. C -0.593
30. O -0.235
31. C -0.162
32. C -0.043
33. C 0.033
34. C -0.217
35. O 0.040
36. C -0.127
37. O 0.033
38. C -0.210
39. C 0.071
40. H 0.094
41. H 0.132
42. H 0.134
43. H 0.138
44. H 0.140
45. C -0.012
46. C -0.288
47. C 0.022
48. C -0.303
49. N -0.035
50. N 0.044
51. C -0.027
52. H 0.081
53. H 0.086
54. H 0.085
55. H 0.114
56. H 0.137
57. H 0.081
58. H 0.059
59. H 0.080

=====

[4]
Computed, not measured: C26H23ClN2OPTc as an isolated structure at a distorted geometry, with ωB97M-V/def2-TZVPD.

Its LUMO energy (alpha / beta) is -12.77 / -13.99 eV. As for the multiplicity: 4. Its net charge is +3.

CARTESIAN COORDINATES (ANGSTROEM)
Tc  -0.624  -0.573  -0.125
Cl  0.586  -2.647  -0.271
C  -0.027  1.193  0.149
O  0.500  2.225  0.395
P  -0.001  0.039  -2.218
C  -1.512  -0.269  -3.200
C  0.490  1.672  -2.959
C  1.282  -1.026  -2.957
C  1.691  1.860  -3.660
C  2.014  3.103  -4.214
C  1.143  4.185  -4.057
C  -0.062  4.010  -3.367
C  -0.387  2.763  -2.828
H  2.380  1.027  -3.792
H  2.944  3.219  -4.774
H  1.400  5.159  -4.475
H  -0.752  4.848  -3.256
H  -1.338  2.634  -2.308
C  -2.483  -1.082  -2.616
C  -3.653  -1.379  -3.314
C  -3.860  -0.848  -4.588
C  -2.895  -0.020  -5.175
C  -1.721  0.273  -4.480
H  -2.320  -1.494  -1.613
H  -4.393  -2.029  -2.851
H  -4.774  -1.084  -5.129
H  -3.044  0.396  -6.174
H  -0.969  0.924  -4.926
C  1.061  -1.707  -4.152
C  2.053  -2.538  -4.670
C  3.249  -2.713  -3.971
C  3.460  -2.054  -2.756
C  2.482  -1.205  -2.253
H  0.115  -1.579  -4.671
H  1.873  -3.050  -5.615
H  4.016  -3.377  -4.367
H  4.383  -2.202  -2.197
H  2.620  -0.701  -1.298
H  -2.508  -2.798  -0.171
H  -1.750  -2.853  -0.273
N  1.033  -1.007  3.767
C  0.894  -1.266  2.450
N  -0.031  -0.463  1.911
C  -0.470  0.438  2.918
C  -1.348  1.528  2.923
C  -1.638  2.089  4.187
C  -1.065  1.594  5.373
C  -0.133  0.545  5.347
C  0.181  0.037  4.097
H  1.648  -1.508  4.409
H  1.476  -2.005  1.935
H  -1.797  1.932  2.004
H  -2.320  2.941  4.281
H  -1.347  2.036  6.338
H  0.329  0.104  6.220

Charges in e, computed with Löwdin, in the same order as the atoms:
1. Tc 0.992
2. Cl 0.175
3. C -0.280
4. O 0.193
5. P 0.969
6. C -0.304
7. C -0.326
8. C -0.431
9. C -0.030
10. C 0.016
11. C 0.011
12. C -0.013
13. C -0.075
14. H 0.116
15. H 0.141
16. H 0.140
17. H 0.134
18. H 0.120
19. C -0.073
20. C 0.051
21. C 0.045
22. C 0.030
23. C 0.008
24. H 0.001
25. H 0.150
26. H 0.149
27. H 0.147
28. H 0.137
29. C -0.066
30. C -0.024
31. C -0.015
32. C -0.037
33. C -0.173
34. H 0.103
35. H 0.130
36. H 0.132
37. H 0.129
38. H 0.098
39. H 0.095
40. H -0.036
41. N 0.198
42. C -0.109
43. N -0.069
44. C -0.207
45. C 0.001
46. C -0.018
47. C -0.006
48. C 0.052
49. C -0.175
50. H 0.204
51. H 0.081
52. H 0.112
53. H 0.132
54. H 0.138
55. H 0.137

=====

no.,molecular weight (g mol⁻¹)
1,474.54
2,851.67
3,672.44
4,543.91